A cluster of 6 separate species, C12H24Cl12 in total. Source: the OMol25 dataset; level of theory: ωB97M-V with the def2-TZVPD basis set.

Results
E_LUMO: 0.4328 eV
energy relative to the best compared isomer or geometry (same formula, charge and spin): 0.559 eV
SMILES string: ClCCCl.ClCCCl.ClCCCl.ClCCCl.ClCCCl.ClCCCl
electronic energy: -5993.949491 Ha
molar mass: 593.76 g mol⁻¹
orbital gap: 0.40433 Ha

Last columns: bonded neighbours and bond lengths (Å).
Cartesian coordinates (Å):
1 Cl 1.890 -2.129 -0.462  C2 1.765
2 C 0.971 -0.644 -0.713  Cl1 1.765, C3 1.527, H5 1.088, H6 1.093
3 C -0.054 -0.506 0.412  C2 1.527, Cl4 1.771, H7 1.092, H8 1.086
4 Cl -1.247 0.771 0.128  C3 1.771
5 H 0.553 -0.617 -1.717  C2 1.088
6 H 1.562 0.275 -0.675  C2 1.093
7 H 0.511 -0.139 1.271  C3 1.092
8 H -0.572 -1.379 0.795  C3 1.086
9 Cl -0.536 -2.794 -4.160  C10 1.724
10 C -2.251 -2.890 -4.311  Cl9 1.724, C11 1.514, H13 1.091, H14 1.091
11 C -2.939 -2.019 -3.281  C10 1.514, Cl12 1.778, H15 1.090, H16 1.091
12 Cl -4.715 -2.073 -3.350  C11 1.778
13 H -2.540 -3.938 -4.226  C10 1.091
14 H -2.550 -2.613 -5.323  C10 1.091
15 H -2.632 -0.978 -3.378  C11 1.090
16 H -2.614 -2.316 -2.283  C11 1.091
17 Cl -0.966 -1.795 3.728  C18 1.794
18 C -1.276 -0.051 4.008  Cl17 1.794, C19 1.527, H21 1.086, H22 1.088
19 C 0.025 0.743 4.105  C18 1.527, Cl20 1.781, H23 1.088, H24 1.087
20 Cl -0.203 2.393 3.474  C19 1.781
21 H -1.909 0.060 4.883  C18 1.086
22 H -1.846 0.324 3.160  C18 1.088
23 H 0.828 0.287 3.530  C19 1.088
24 H 0.389 0.848 5.124  C19 1.087
25 Cl 1.277 5.703 -0.608  C26 1.772
26 C 2.329 4.407 -0.012  Cl25 1.772, C27 1.527, H29 1.090, H30 1.085
27 C 1.497 3.172 0.319  C26 1.527, Cl28 1.779, H31 1.091, H32 1.084
28 Cl 2.434 2.034 1.315  C27 1.779
29 H 2.789 4.757 0.912  C26 1.090
30 H 3.127 4.168 -0.709  C26 1.085
31 H 1.356 2.625 -0.614  C27 1.091
32 H 0.525 3.349 0.767  C27 1.084
33 Cl -5.124 -0.933 3.110  C34 1.799
34 C -4.523 -0.441 1.488  Cl33 1.799, C35 1.499, H37 1.090, H38 1.087
35 C -3.688 -1.470 0.787  C34 1.499, Cl36 1.809, H39 1.088, H40 1.086
36 Cl -4.695 -2.929 0.426  C35 1.809
37 H -3.910 0.444 1.652  C34 1.090
38 H -5.371 -0.179 0.861  C34 1.087
39 H -2.841 -1.832 1.365  C35 1.088
40 H -3.299 -1.096 -0.156  C35 1.086
41 Cl 3.907 1.556 -2.209  C42 1.790
42 C 5.279 0.430 -1.974  Cl41 1.790, C43 1.509, H45 1.090, H46 1.091
43 C 4.889 -0.734 -1.096  C42 1.509, Cl44 1.802, H47 1.088, H48 1.086
44 Cl 4.928 -0.250 0.640  C43 1.802
45 H 6.141 0.958 -1.567  C42 1.090
46 H 5.661 0.129 -2.950  C42 1.091
47 H 5.553 -1.585 -1.236  C43 1.088
48 H 3.879 -1.104 -1.246  C43 1.086